Entry 1:
{
  "formula": "C48H94As3Cl3GeO2SeSi4Ti",
  "method": "ωB97M-V/def2-TZVPD",
  "multiplicity": 1,
  "gap_ev": 6.9,
  "mol_weight_da": 1346.2,
  "e_above_lowest_kcal_mol": 41.6,
  "symbols": ["Ti", "C", "C", "C", "C", "C", "C", "C", "Se", "C", "C", "C", "C", "C", "C", "O", "C", "C", "C", "C", "C", "C", "C", "C", "C", "O", "C", "C", "C", "C", "C", "C", "H", "H", "H", "H", "H", "H", "H", "H", "H", "H", "H", "H", "H", "H", "H", "H", "H", "H", "H", "H", "H", "H", "H", "H", "H", "H", "H", "H", "H", "H", "H", "H", "H", "H", "H", "H", "H", "H", "H", "H", "C", "As", "C", "C", "C", "C", "C", "As", "C", "C", "C", "As", "C", "C", "H", "H", "H", "H", "H", "H", "H", "H", "H", "H", "H", "H", "H", "H", "H", "H", "H", "H", "H", "H", "H", "H", "H", "H", "H", "H", "H", "C", "Si", "C", "C", "Si", "Si", "C", "C", "C", "Si", "C", "C", "C", "H", "H", "H", "H", "H", "H", "H", "H", "H", "H", "H", "H", "H", "H", "H", "H", "H", "H", "H", "H", "H", "H", "H", "H", "H", "H", "H", "Cl", "Ge", "Cl", "Cl"],
  "positions_angstrom": [[-0.918, 0.925, -0.423], [1.810, 2.436, 6.759], [2.384, 1.381, 5.800], [3.753, 1.872, 5.322], [2.580, 0.056, 6.550], [1.414, 1.186, 4.644], [1.705, 1.561, 3.345], [0.762, 1.361, 2.358], [1.145, 1.983, 0.585], [2.261, 0.520, 0.022], [3.556, 0.388, 0.472], [4.340, -0.661, 0.022], [3.781, -1.466, -0.963], [2.484, -1.350, -1.457], [1.648, -0.352, -0.897], [0.346, -0.151, -1.129], [2.108, -2.310, -2.584], [0.714, -2.008, -3.121], [2.144, -3.774, -2.120], [3.119, -2.147, -3.734], [5.738, -0.923, 0.562], [5.800, -2.355, 1.110], [6.103, 0.019, 1.713], [6.766, -0.728, -0.558], [-0.533, 0.854, 2.568], [-1.315, 0.768, 1.491], [-0.861, 0.527, 3.912], [0.137, 0.684, 4.870], [-2.267, 0.238, 4.449], [-2.795, 1.598, 4.941], [-2.262, -0.693, 5.679], [-3.231, -0.374, 3.417], [2.508, 2.625, 7.573], [0.867, 2.107, 7.188], [1.636, 3.372, 6.232], [4.430, 1.955, 6.170], [3.672, 2.854, 4.862], [4.192, 1.176, 4.611], [3.273, 0.194, 7.377], [2.986, -0.702, 5.882], [1.640, -0.313, 6.953], [2.645, 2.013, 3.070], [3.929, 1.110, 1.178], [4.398, -2.247, -1.379], [-0.023, -2.165, -2.332], [0.488, -2.671, -3.957], [0.663, -0.974, -3.457], [1.319, -3.986, -1.447], [3.070, -4.014, -1.607], [2.056, -4.432, -2.982], [3.288, -1.096, -3.949], [2.737, -2.625, -4.634], [4.075, -2.604, -3.494], [5.063, -2.483, 1.899], [6.785, -2.556, 1.525], [5.601, -3.092, 0.338], [5.387, -0.070, 2.527], [6.138, 1.054, 1.381], [7.087, -0.245, 2.095], [6.579, -1.402, -1.388], [7.771, -0.910, -0.184], [6.718, 0.293, -0.931], [-0.104, 0.424, 5.886], [-2.117, 2.012, 5.686], [-3.776, 1.478, 5.393], [-2.877, 2.316, 4.124], [-1.842, -0.208, 6.555], [-1.711, -1.609, 5.488], [-3.289, -0.948, 5.928], [-2.820, -0.360, 2.411], [-4.174, 0.171, 3.411], [-3.435, -1.410, 3.677], [1.248, -2.984, 1.305], [-0.610, -2.318, 1.109], [-1.005, -2.918, 2.952], [-1.326, -3.990, 0.250], [-2.712, -3.960, -0.404], [-3.057, -5.390, -0.840], [-2.723, -3.070, -1.659], [-2.710, -1.083, -1.344], [-2.654, -0.632, -3.251], [-4.676, -0.854, -1.187], [-3.786, -3.448, 0.552], [-4.296, -4.503, 2.158], [-5.630, -5.725, 1.359], [-5.670, -3.189, 2.704], [1.250, -4.058, 1.491], [1.699, -2.481, 2.162], [1.851, -2.767, 0.431], [-2.075, -3.024, 3.124], [-0.597, -2.197, 3.658], [-0.530, -3.881, 3.134], [-1.325, -4.764, 1.026], [-0.607, -4.306, -0.511], [-2.345, -5.760, -1.577], [-4.051, -5.423, -1.283], [-3.038, -6.055, 0.024], [-3.631, -3.279, -2.241], [-1.872, -3.330, -2.295], [-3.491, -1.101, -3.774], [-1.724, -0.974, -3.699], [-2.712, 0.450, -3.379], [-5.197, -1.724, -1.587], [-4.981, 0.019, -1.762], [-4.983, -0.697, -0.152], [-3.466, -2.461, 0.923], [-4.710, -3.309, -0.017], [-5.182, -6.633, 0.967], [-6.182, -5.232, 0.561], [-6.336, -6.010, 2.138], [-5.241, -2.204, 2.862], [-6.148, -3.505, 3.630], [-6.433, -3.108, 1.931], [-3.435, 2.831, -4.594], [-2.363, 3.868, -3.372], [-1.752, 5.368, -4.388], [-3.577, 4.667, -2.127], [-0.442, 2.498, -2.577], [0.316, 1.621, -4.929], [0.171, 2.951, -6.303], [-0.424, 0.129, -5.919], [2.195, 1.271, -4.759], [1.421, 4.139, -2.271], [1.068, 5.452, -0.918], [3.109, 3.344, -1.786], [1.901, 5.181, -3.811], [-4.043, 3.474, -5.225], [-4.115, 2.162, -4.075], [-2.814, 2.231, -5.253], [-2.578, 5.855, -4.899], [-1.033, 5.080, -5.142], [-1.285, 6.108, -3.747], [-4.413, 4.022, -1.875], [-3.071, 4.917, -1.201], [-3.990, 5.591, -2.520], [-0.867, 3.169, -6.533], [0.641, 2.611, -7.225], [0.653, 3.878, -6.019], [-1.488, 0.262, -6.089], [-0.287, -0.838, -5.452], [0.045, 0.073, -6.900], [2.763, 2.182, -4.919], [2.551, 0.537, -5.477], [2.434, 0.914, -3.761], [0.813, 4.983, 0.028], [0.238, 6.092, -1.199], [1.929, 6.089, -0.735], [3.129, 3.072, -0.733], [3.937, 4.027, -1.957], [3.307, 2.443, -2.356], [1.040, 5.657, -4.263], [2.377, 4.571, -4.572], [2.600, 5.970, -3.542], [-4.545, 4.418, 1.197], [-3.260, 2.616, 1.444], [-3.167, 1.744, -0.761], [-1.277, 3.551, 0.748]],
  "mulliken_charge": [-2.59, -1.70, 1.88, -2.00, -1.72, 0.35, -1.04, 0.10, -0.56, 0.17, -1.02, 0.30, -0.80, 0.31, 0.18, 0.11, 2.79, -0.95, -1.87, -1.91, 1.76, -1.66, -2.22, -1.80, -0.85, 0.67, 1.12, -1.05, 2.30, -1.55, -2.14, -0.94, 0.47, 0.33, 0.33, 0.49, 0.37, 0.27, 0.47, 0.34, 0.32, 0.44, 0.28, 0.41, -1.02, 1.26, -0.94, 0.16, 0.21, 0.61, 0.24, 0.51, 0.41, 0.31, 0.49, 0.33, 0.39, 0.34, 0.50, 0.32, 0.47, 0.36, 0.39, 0.24, 0.53, 0.16, 0.55, 0.31, 0.48, -0.70, 0.64, 0.15, -1.03, 1.57, -1.28, -2.06, 2.48, -2.26, -2.32, 1.40, -0.07, -1.48, -0.17, 0.37, -1.24, -0.93, 0.63, 0.47, -0.25, -0.07, 0.16, 0.76, 0.66, 0.40, 0.44, 0.48, 0.42, 0.72, 0.62, 0.70, -0.19, -0.62, 0.45, 0.53, 0.18, -1.35, 1.03, 0.36, 0.37, 0.43, 0.12, 0.40, 0.40, -1.15, 1.32, -1.33, -1.22, 1.79, 0.71, -1.31, -1.38, -0.37, 0.86, -1.08, -1.09, -1.24, 0.49, 0.30, 0.15, 0.45, 0.28, 0.34, 0.29, 0.24, 0.50, 0.31, 0.44, 0.32, 0.33, 0.40, 0.52, 0.51, 0.62, -0.75, 0.16, 0.29, 0.45, 0.13, 0.63, 0.21, 0.30, 0.31, 0.43, -0.42, 0.68, -0.25, -0.29]
}

---

Entry 2:
{
  "formula": "C3H8NO2S",
  "method": "ωB97M-V/def2-TZVPD",
  "total_charge": -1,
  "multiplicity": 1,
  "gap_ev": 5.4,
  "mol_weight_da": 122.2,
  "e_above_lowest_kcal_mol": 57.7,
  "symbols": ["O", "C", "N", "C", "C", "S", "H", "H", "H", "H", "H", "H", "H", "H", "O"],
  "positions_angstrom": [[-0.021, -4.285, -0.160], [0.211, -3.173, -0.656], [-0.717, -2.212, -0.518], [-0.566, -0.771, -0.968], [0.822, -0.396, -1.306], [1.729, 0.548, 0.017], [1.049, -2.918, -1.322], [-1.455, -2.434, 0.133], [-0.808, 0.010, -0.215], [-1.307, -0.622, -1.748], [0.828, 0.320, -2.161], [1.494, -1.064, -1.835], [-0.526, 5.837, 4.393], [-0.630, 5.548, 2.776], [-0.101, 5.612, 3.569]],
  "mulliken_charge": [-0.67, 0.15, -0.09, -0.38, -0.78, -0.68, 0.24, 0.21, 0.26, 0.26, 0.21, 0.25, 0.31, 0.32, -0.64]
}

---

Entry 3:
{
  "formula": "C7H9N3O",
  "method": "ωB97M-V/def2-TZVPD",
  "multiplicity": 1,
  "gap_ev": 9.1,
  "mol_weight_da": 151.2,
  "smiles": "CC/C=N/c1cc[nH]c(=O)n1",
  "e_above_lowest_kcal_mol": 55.2,
  "symbols": ["C", "C", "C", "N", "C", "C", "C", "N", "C", "O", "N", "H", "H", "H", "H", "H", "H", "H", "H", "H"],
  "positions_angstrom": [[2.228, -2.348, -0.560], [1.398, -1.780, -1.823], [0.275, -0.964, -1.195], [0.286, -0.801, 0.129], [-0.603, 0.313, 0.508], [-0.798, 0.650, 1.922], [-1.565, 1.817, 2.149], [-1.858, 2.619, 1.047], [-1.447, 2.453, -0.250], [-1.673, 3.158, -1.234], [-0.995, 1.121, -0.400], [2.629, -1.485, -0.083], [2.984, -3.045, -1.200], [1.719, -2.955, 0.271], [2.112, -1.119, -2.473], [1.030, -2.619, -2.484], [-0.584, -0.518, -1.680], [-0.617, 0.090, 2.998], [-1.904, 2.064, 3.166], [-2.617, 3.348, 1.190]],
  "mulliken_charge": [-0.93, -0.45, -0.05, -0.38, 0.64, -0.52, -0.08, -0.09, 0.21, -0.61, -0.43, 0.31, 0.29, 0.28, 0.23, 0.32, 0.45, 0.19, 0.38, 0.26]
}

---

Entry 4:
{
  "formula": "C58H53AsGeIN4Tc",
  "method": "ωB97M-V/def2-TZVPD",
  "total_charge": 2,
  "multiplicity": 1,
  "gap_ev": 4.0,
  "mol_weight_da": 1178.5,
  "e_above_lowest_kcal_mol": 0.0,
  "symbols": ["Tc", "C", "C", "C", "C", "N", "C", "C", "C", "C", "C", "C", "N", "C", "C", "C", "C", "C", "N", "H", "H", "H", "H", "H", "H", "H", "H", "H", "H", "H", "I", "C", "C", "C", "C", "C", "C", "As", "N", "C", "C", "C", "C", "C", "C", "C", "C", "C", "C", "C", "C", "C", "C", "C", "C", "C", "C", "H", "H", "H", "H", "H", "H", "H", "H", "H", "H", "H", "H", "H", "H", "H", "H", "H", "H", "H", "H", "H", "H", "H", "H", "H", "H", "H", "C", "Ge", "C", "C", "C", "C", "C", "C", "C", "C", "C", "C", "C", "C", "C", "C", "C", "C", "C", "C", "H", "H", "H", "H", "H", "H", "H", "H", "H", "H", "H", "H", "H", "H", "H"],
  "positions_angstrom": [[-1.022, -0.962, -0.904], [-3.350, 2.728, -0.407], [-4.484, 2.487, -1.159], [-4.594, 1.292, -1.855], [-3.561, 0.381, -1.792], [-2.439, 0.632, -1.071], [-2.357, 1.770, -0.370], [-3.603, -0.950, -2.409], [-4.494, -1.386, -3.365], [-4.362, -2.684, -3.850], [-3.389, -3.521, -3.340], [-2.560, -3.038, -2.339], [-2.648, -1.763, -1.937], [-1.518, -3.806, -1.633], [-1.514, -5.186, -1.581], [-0.576, -5.827, -0.793], [0.323, -5.063, -0.061], [0.259, -3.692, -0.149], [-0.622, -3.059, -0.942], [-3.232, 3.633, 0.170], [-5.289, 3.211, -1.189], [-5.486, 1.058, -2.419], [-1.446, 1.922, 0.195], [-5.262, -0.730, -3.748], [-5.040, -3.046, -4.613], [-3.283, -4.534, -3.700], [-2.278, -5.742, -2.102], [-0.573, -6.906, -0.719], [1.057, -5.518, 0.589], [0.935, -3.064, 0.413], [-4.326, -3.613, 0.276], [3.329, 4.764, -5.375], [2.924, 3.945, -4.185], [3.850, 3.233, -3.443], [3.506, 2.450, -2.340], [4.679, 1.750, -1.698], [2.154, 2.396, -1.949], [1.347, 1.494, -0.413], [0.550, -0.072, -1.347], [0.930, -0.357, -2.695], [-0.058, -0.517, -3.673], [0.287, -0.941, -4.947], [1.617, -1.190, -5.254], [2.602, -0.986, -4.293], [2.269, -0.560, -3.020], [2.805, 0.987, 0.788], [3.449, -0.235, 0.994], [3.007, -1.544, 0.396], [4.569, -0.272, 1.821], [5.059, 0.858, 2.456], [6.295, 0.809, 3.307], [4.355, 2.048, 2.294], [3.235, 2.136, 1.484], [2.522, 3.463, 1.381], [1.197, 3.123, -2.697], [-0.274, 3.131, -2.351], [1.592, 3.871, -3.791], [4.404, 4.723, -5.541], [3.043, 5.808, -5.239], [2.828, 4.406, -6.276], [4.896, 3.274, -3.731], [5.371, 1.428, -2.477], [4.423, 0.890, -1.099], [5.224, 2.443, -1.052], [-1.082, -0.211, -3.477], [-0.478, -1.044, -5.705], [1.891, -1.515, -6.249], [3.642, -1.149, -4.542], [3.034, -0.405, -2.278], [2.049, -1.456, -0.106], [2.916, -2.291, 1.188], [3.733, -1.934, -0.323], [5.072, -1.222, 1.970], [6.704, -0.199, 3.358], [6.084, 1.145, 4.324], [7.064, 1.468, 2.902], [4.686, 2.936, 2.824], [2.984, 4.189, 2.048], [1.472, 3.374, 1.670], [2.565, 3.885, 0.373], [-0.456, 3.534, -1.353], [-0.706, 2.127, -2.392], [-0.821, 3.746, -3.064], [0.843, 4.422, -4.350], [-1.014, -0.743, 0.747], [-1.629, -0.594, 2.708], [-0.184, 0.130, 3.753], [-0.495, 0.779, 4.949], [0.517, 1.164, 5.817], [1.843, 0.897, 5.503], [2.160, 0.241, 4.322], [1.149, -0.144, 3.454], [-3.152, 0.589, 2.513], [-4.341, 0.079, 1.986], [-5.480, 0.872, 1.945], [-5.443, 2.172, 2.438], [-4.262, 2.689, 2.956], [-3.118, 1.902, 2.987], [-2.112, -2.390, 3.201], [-1.237, -3.450, 2.981], [-1.563, -4.729, 3.398], [-2.768, -4.954, 4.051], [-3.634, -3.900, 4.295], [-3.311, -2.619, 3.870], [-1.526, 0.981, 5.219], [0.270, 1.668, 6.743], [2.628, 1.189, 6.189], [3.193, 0.023, 4.078], [1.409, -0.663, 2.537], [-4.394, -0.943, 1.618], [-6.402, 0.461, 1.552], [-6.341, 2.777, 2.436], [-4.236, 3.698, 3.348], [-2.201, 2.312, 3.398], [-0.277, -3.276, 2.503], [-0.881, -5.552, 3.223], [-3.030, -5.953, 4.374], [-4.572, -4.076, 4.806], [-4.007, -1.809, 4.054]],
  "mulliken_charge": [-3.30, -1.17, -1.24, -0.65, -0.02, 1.89, -0.45, 0.37, -0.75, -1.21, -0.94, 0.82, 1.72, 0.43, -1.21, -0.62, -1.04, -0.46, 1.14, 0.68, 0.48, 0.50, 0.27, 0.54, 0.49, 0.54, 0.46, 0.47, 0.56, 0.37, -0.49, -1.63, 0.47, -0.98, 1.08, -2.17, 0.37, 1.52, 0.12, 1.19, -0.10, -0.93, -0.90, -1.05, -0.15, 1.55, 1.09, -0.97, -0.95, 0.21, -1.71, -1.21, 0.42, -1.97, 0.31, -1.18, -1.00, 0.39, 0.36, 0.35, 0.44, 0.59, 0.06, 0.48, 0.22, 0.56, 0.45, 0.52, 0.58, -1.02, 0.65, 0.68, 0.41, 0.43, 0.36, 0.38, 0.47, 0.51, 0.21, 0.35, 0.30, -0.18, 0.48, 0.43, 2.01, 2.14, 0.54, -0.86, -0.79, -0.83, -0.50, -0.06, 0.06, 0.21, -1.06, -0.62, -0.86, -0.03, 0.32, -0.23, -0.73, -0.62, -0.72, -0.57, 0.46, 0.44, 0.44, 0.66, 0.23, 0.02, 0.53, 0.46, 0.48, 0.47, 0.39, 0.43, 0.41, 0.42, 0.33]
}